{"formula": "C18H40NO8P2S", "method": "wB97M-V/def2-TZVPD", "symbols": ["C", "C", "C", "C", "C", "C", "C", "N", "C", "C", "C", "C", "C", "S", "O", "O", "O", "C", "C", "O", "C", "C", "O", "C", "C", "P", "P", "O", "O", "O", "H", "H", "H", "H", "H", "H", "H", "H", "H", "H", "H", "H", "H", "H", "H", "H", "H", "H", "H", "H", "H", "H", "H", "H", "H", "H", "H", "H", "H", "H", "H", "H", "H", "H", "H", "H", "H", "H", "H", "H"], "coordinates": [[-0.66384, -4.84044, 0.38358], [0.02555, -4.13275, -0.77821], [-0.94643, -3.48873, -1.77233], [-1.89794, -2.40436, -1.22633], [-1.66151, -0.97283, -1.72557], [-0.36153, -0.21774, -1.41273], [0.91640, -0.84964, -1.91209], [1.93951, 0.17829, -1.52013], [3.35817, -0.28721, -1.69148], [1.57049, 0.51510, -0.08399], [2.16644, 1.84736, 0.42825], [2.83504, 2.81175, -0.57828], [4.08093, 3.49932, -0.01418], [5.44695, 2.38004, 0.05596], [5.22737, 1.37147, 1.05493], [5.74960, 1.97913, -1.28209], [6.54774, 3.38688, 0.58482], [0.00925, 0.29782, 0.01836], [-0.77339, 1.58106, 0.30196], [-2.13666, 1.27407, 0.26293], [-2.96792, 2.41125, 0.46926], [-4.34435, 1.98103, 0.89723], [-5.02607, 1.35200, -0.16357], [-5.78839, 0.20917, 0.20641], [-4.94143, -0.97907, 0.63667], [-0.29318, -1.03259, 1.31711], [0.56127, -0.33506, 3.18434], [0.01304, -1.15527, 4.25715], [2.15255, -0.46185, 2.93097], [0.37161, 1.25038, 3.35104], [-1.22471, -5.70705, 0.02927], [-1.35244, -4.18514, 0.91928], [0.06736, -5.19606, 1.10988], [0.73717, -3.40472, -0.37638], [0.62012, -4.86947, -1.32543], [-1.54747, -4.30066, -2.18890], [-0.39170, -3.08988, -2.62904], [-1.94025, -2.43601, -0.13688], [-2.91174, -2.65120, -1.54785], [-1.74064, -0.99208, -2.81793], [-2.46856, -0.32908, -1.37677], [-0.46334, 0.71964, -1.98574], [0.94998, -0.99984, -2.98993], [1.18858, -1.75761, -1.37729], [1.78517, 0.97956, -2.13136], [3.90320, 0.40041, -2.32955], [3.34368, -1.27794, -2.13696], [3.84208, -0.31576, -0.72037], [2.05994, -0.29883, 0.45298], [2.87691, 1.59250, 1.21169], [1.36898, 2.40447, 0.90553], [2.13280, 3.61268, -0.81697], [3.10219, 2.35367, -1.53230], [3.90252, 3.90326, 0.98199], [4.40744, 4.31292, -0.66206], [7.21678, 2.91349, 1.11277], [-0.52238, 2.34333, -0.45958], [-0.51226, 1.99014, 1.28354], [-2.53703, 3.05314, 1.24804], [-3.03356, 2.98651, -0.46204], [-4.27034, 1.32618, 1.77088], [-4.88854, 2.88400, 1.20655], [-6.37047, -0.03740, -0.68047], [-6.49957, 0.47790, 0.99806], [-5.54529, -1.88744, 0.61181], [-4.09468, -1.09422, -0.04026], [-4.55824, -0.88052, 1.65324], [-1.59053, -0.65435, 1.70815], [2.61515, -0.77910, 3.72633], [1.17448, 1.72199, 3.61409]], "lowdin_charge": [-0.11, -0.28, -0.20, -0.21, -0.14, -0.26, -0.08, -0.09, 0.05, -0.20, -0.11, -0.18, -0.22, 0.59, -0.28, -0.26, -0.13, -0.48, -0.25, -0.16, -0.16, -0.20, -0.14, -0.25, -0.06, 1.02, 0.26, -0.29, -0.19, -0.16, 0.08, 0.06, 0.08, 0.06, 0.11, 0.12, 0.10, 0.05, 0.11, 0.13, 0.10, 0.15, 0.16, 0.11, 0.17, 0.10, 0.11, 0.10, 0.11, 0.09, 0.10, 0.12, 0.09, 0.12, 0.12, 0.12, 0.14, 0.10, 0.13, 0.14, 0.13, 0.14, 0.12, 0.12, 0.08, 0.05, 0.07, -0.02, 0.10, 0.09], "gap_ev": 9.33, "e_homo_ev": -11.90, "max_force_ev_per_a": 0.36, "smiles": "CCCCC[C@@H]1C[N@H+](C)[C@@H](CCCS(=O)(=O)O)[C@]1(COCCOCC)PP(=O)(O)O", "charge": 1}

{"formula": "C18H41GeIrN4O3", "method": "wB97M-V/def2-TZVPD", "symbols": ["Ir", "C", "N", "C", "C", "O", "C", "O", "C", "C", "O", "N", "C", "C", "H", "H", "H", "H", "H", "H", "H", "H", "H", "H", "H", "H", "H", "H", "H", "H", "C", "Ge", "C", "C", "C", "H", "H", "H", "H", "H", "H", "H", "H", "H", "H", "H", "C", "C", "N", "C", "C", "C", "C", "N", "H", "H", "H", "H", "H", "H", "H", "H", "H", "H", "H", "H", "H", "H"], "coordinates": [[0.03909, -0.15704, -0.44357], [1.05793, -1.23606, -5.66252], [1.51233, -0.83223, -4.32330], [2.92325, -0.41269, -4.26976], [0.74989, -0.79293, -3.27042], [1.19199, -0.34968, -2.15179], [-0.71694, -1.20149, -3.32961], [-1.17525, -1.44084, -1.99411], [-1.19344, -2.81560, -1.60274], [-0.52187, -2.98828, -0.25481], [0.03455, -1.98375, 0.33216], [-0.49367, -4.15937, 0.30629], [0.20113, -4.39491, 1.58436], [-1.07575, -5.35923, -0.32225], [1.65505, -2.08161, -5.99951], [1.21159, -0.40158, -6.34456], [0.00735, -1.50334, -5.67781], [3.55035, -1.27477, -4.49230], [3.16404, -0.02102, -3.28985], [3.08593, 0.35020, -5.02852], [-0.87959, -2.08541, -3.94129], [-1.31263, -0.38444, -3.74015], [-0.65541, -3.43170, -2.32752], [-2.22928, -3.15522, -1.56532], [0.76347, -3.51691, 1.87711], [0.87398, -5.24046, 1.45527], [-0.53786, -4.63959, 2.34584], [-1.97173, -5.12177, -0.88844], [-1.35193, -6.04938, 0.47012], [-0.33774, -5.83880, -0.96499], [2.03910, 3.06151, 2.12458], [2.02794, 1.13594, 2.36405], [0.73394, 0.37659, 3.60654], [3.81139, 0.44842, 2.69936], [1.71729, 0.28580, 0.46136], [1.87557, 3.54303, 3.08898], [1.29282, 3.42218, 1.42080], [3.02302, 3.35843, 1.76236], [0.59894, 1.05618, 4.44965], [1.12099, -0.56478, 3.99503], [-0.23320, 0.18473, 3.14910], [4.11439, 0.75792, 3.70135], [4.53088, 0.85190, 1.98817], [3.83350, -0.63996, 2.65897], [2.22031, -0.66207, 0.67960], [2.32548, 0.88200, -0.22722], [-2.12792, 2.80169, -1.35796], [-1.12010, 2.77751, -0.22198], [-1.75764, 2.44679, 1.06716], [-2.28495, 3.60850, 1.82831], [-1.24784, 4.22445, 2.74850], [-1.96401, 1.21316, 1.43545], [-2.76423, 0.89885, 2.65932], [-1.54980, 0.18908, 0.64720], [-1.63505, 3.09118, -2.28545], [-2.90970, 3.53441, -1.16172], [-2.59876, 1.82757, -1.49310], [-0.63808, 3.74613, -0.10050], [-0.29270, 2.06501, -0.41385], [-3.16717, 3.29200, 2.37760], [-2.62096, 4.32826, 1.08197], [-0.89935, 3.50386, 3.49034], [-1.69510, 5.06365, 3.27948], [-0.39281, 4.60469, 2.19377], [-2.36015, 1.42532, 3.52348], [-2.74395, -0.16730, 2.86924], [-3.80129, 1.21508, 2.53031], [-2.02966, -0.66780, 0.89374]], "lowdin_charge": [1.48, 0.03, -0.09, 0.04, -0.34, -0.14, -0.05, -0.21, -0.05, -0.32, -0.12, -0.09, 0.04, 0.03, 0.12, 0.12, 0.09, 0.12, 0.09, 0.12, 0.14, 0.17, 0.16, 0.16, 0.09, 0.12, 0.12, 0.10, 0.12, 0.12, -0.20, 0.84, -0.19, -0.19, -0.35, 0.04, -0.01, 0.04, 0.04, 0.04, -0.02, 0.05, 0.04, 0.03, 0.02, 0.04, -0.04, -0.18, -0.03, -0.15, -0.04, -0.36, 0.03, -0.05, 0.10, 0.10, 0.08, 0.14, 0.07, 0.12, 0.14, 0.08, 0.10, 0.07, 0.11, 0.10, 0.12, 0.09], "gap_ev": [7.16, 6.95], "e_homo_ev": [-17.76, -18.03], "max_force_ev_per_a": 0.85, "charge": 3, "de_lowest_kj_mol": 71.95, "spin_multiplicity": 2}

{"formula": "C18H41LuN4O6P", "method": "wB97M-V/def2-TZVPD", "symbols": ["O", "H", "Lu", "N", "N", "N", "N", "O", "O", "O", "O", "C", "C", "C", "C", "C", "H", "H", "H", "C", "H", "H", "H", "C", "C", "H", "H", "H", "H", "H", "H", "H", "H", "C", "H", "H", "H", "O", "H", "H", "C", "C", "C", "P", "C", "C", "C", "C", "C", "C", "H", "H", "H", "H", "H", "H", "H", "H", "H", "H", "H", "H", "H", "H", "H", "H", "H", "H", "H", "H", "H"], "coordinates": [[1.37914, -5.78335, -1.61924], [1.51159, -6.25867, -2.44593], [1.39333, -0.70145, -0.55707], [2.16786, 0.04782, 1.06781], [0.81832, -2.08171, 0.69779], [1.58992, 0.93827, -1.63320], [0.43052, -1.31414, -2.15560], [3.00518, 1.16327, 1.19554], [2.25135, 2.14138, -1.31945], [-0.26034, -2.52447, -2.36801], [-0.20561, -3.01607, 0.49421], [1.14383, -1.80872, 2.05979], [1.87114, -0.68392, 2.25625], [1.01220, 0.89059, -2.77826], [0.27450, -0.41629, -3.05698], [2.37888, -0.13172, 3.58486], [2.00392, 0.88177, 3.72999], [3.46842, -0.09260, 3.58104], [2.06992, -0.71995, 4.44539], [0.65845, -2.78949, 3.12349], [0.98352, -3.79891, 2.86916], [-0.43129, -2.78570, 3.16064], [1.02677, -2.56734, 4.12194], [0.97701, 2.01197, -3.82261], [-0.54396, -0.55492, -4.34594], [1.82055, 2.69447, -3.71905], [0.06520, 2.59998, -3.72176], [1.02526, 1.62388, -4.83946], [-1.32655, -1.30786, -4.25528], [0.09700, -0.84624, -5.17749], [-1.05053, 0.37325, -4.60907], [2.59103, 1.98119, -0.42667], [0.14163, -3.11504, -1.70160], [2.29787, -4.75952, -1.55168], [2.47777, -4.38622, -0.55350], [2.19264, -4.03258, -2.34438], [3.25859, -5.21762, -1.78857], [3.68823, -0.85597, -1.01848], [3.04601, -0.30624, -1.56641], [3.42778, -0.68024, -0.06639], [0.23049, 2.83439, 2.16712], [-0.67352, 1.59767, 2.20341], [-1.84488, 1.88251, 3.15332], [-0.90778, 0.80864, 0.49017], [-2.15031, -0.55544, 0.87364], [-3.57744, -0.14914, 1.33528], [-2.43950, -1.32339, -0.40445], [-1.54816, 2.23741, -0.59831], [-2.76929, 2.96275, -0.00654], [-0.58584, 3.37279, -0.99883], [-0.34146, 3.72905, 1.87120], [1.10103, 2.68512, 1.50053], [0.61940, 3.05507, 3.18490], [-0.10677, 0.82961, 2.75443], [-2.62119, 2.53846, 2.72977], [-2.25206, 0.93321, 3.54540], [-1.46755, 2.37714, 4.07418], [-1.69677, -1.21343, 1.64135], [-4.15609, 0.32266, 0.51799], [-4.14317, -1.06765, 1.59540], [-3.68630, 0.49604, 2.20173], [-1.51944, -1.67081, -0.79440], [-3.09397, -2.20253, -0.21894], [-2.90070, -0.67206, -1.17948], [-1.87401, 1.75263, -1.54267], [-2.48158, 3.57919, 0.86620], [-3.19455, 3.66752, -0.75493], [-3.58640, 2.29633, 0.27102], [0.24669, 3.02529, -1.56127], [-1.10234, 4.07571, -1.68870], [-0.20358, 3.98437, -0.17435]], "lowdin_charge": [-0.09, 0.09, 1.36, -0.32, -0.25, -0.19, -0.14, -0.17, 0.03, 0.02, -0.14, -0.26, -0.27, -0.20, -0.18, 0.00, 0.08, 0.09, 0.08, 0.00, 0.09, 0.08, 0.07, 0.03, 0.03, 0.10, 0.10, 0.09, 0.09, 0.11, 0.09, 0.06, 0.08, -0.20, 0.08, 0.07, 0.09, -0.06, 0.02, 0.03, -0.12, -0.52, -0.11, 1.11, -0.51, -0.12, -0.15, -0.49, -0.11, -0.11, 0.07, 0.06, 0.09, 0.08, 0.07, 0.08, 0.09, 0.10, 0.07, 0.09, 0.04, -0.01, 0.11, 0.09, 0.10, 0.08, 0.09, 0.05, 0.01, 0.10, 0.07], "gap_ev": [5.82, 5.87], "e_homo_ev": [-10.85, -10.90], "max_force_ev_per_a": 9.12, "charge": 1}